39
Properties=species:S:1:pos:R:3:nbo_charge:R:1 method="wB97M-V/def2-TZVPD" de_lowest_ev=0.804 smiles="COc1ccccc1CNC(=O)N/C=C/c1ccc(Cl)cc1" multiplicity=1 total_energy_ha=-1378.20998 charge=0 homo_lumo_gap_ev=8.43
Cl 5.581 0.414 0.080 0.00
O -1.114 0.901 -1.816 -0.53
O -4.033 -2.292 0.749 -0.64
N -2.760 -1.142 -0.745 -0.63
N -1.911 -2.996 0.324 -0.64
C -3.537 0.076 -0.808 -0.24
C -0.074 -1.439 0.492 -0.32
C -0.816 2.631 -0.126 -0.33
C 2.303 -1.836 -0.193 -0.22
C -0.568 -2.672 0.301 0.03
C -2.983 -2.109 0.174 0.79
C 3.947 -0.144 0.205 -0.04
C -2.777 1.220 -0.182 -0.10
C 1.313 -1.041 0.392 0.03
C 3.608 -1.396 -0.285 -0.23
C -3.253 1.872 0.942 -0.18
C -1.536 1.603 -0.719 0.37
C -1.318 3.273 0.996 -0.19
C 1.684 0.219 0.875 -0.22
C 2.986 0.668 0.787 -0.23
C 0.116 1.244 -2.407 -0.26
C -2.533 2.898 1.533 -0.24
H -0.744 4.069 1.448 0.22
H 0.118 2.279 -2.762 0.18
H 3.258 1.641 1.166 0.23
H 0.934 0.851 1.329 0.22
H -4.472 -0.104 -0.276 0.24
H 0.951 1.090 -1.715 0.19
H -3.749 0.299 -1.859 0.21
H -2.166 -3.885 0.731 0.41
H 0.138 2.936 -0.525 0.22
H -4.201 1.567 1.359 0.22
H 0.082 -3.523 0.139 0.20
H 0.229 0.574 -3.258 0.20
H 2.049 -2.805 -0.593 0.21
H 4.364 -2.017 -0.741 0.23
H -0.756 -0.644 0.764 0.22
H -2.920 3.396 2.408 0.22
H -1.854 -1.091 -1.186 0.41


103
Properties=species:S:1:pos:R:3:mulliken_spin:R:1 method="wB97M-V/def2-TZVPD" de_lowest_ev=0.000 multiplicity=3 total_energy_ha=-8137.19114 charge=-1 homo_lumo_gap_ev="5.16 / 5.19"
Br -0.307 -3.784 -1.621 0.01
Ge -0.761 1.561 2.318 0.04
V 0.139 -1.000 -0.129 2.08
O -2.637 0.643 -2.598 0.00
O 2.859 -1.705 5.762 0.00
O 1.096 -3.046 6.309 0.00
O -0.813 0.752 -0.842 0.03
N -1.796 -1.565 0.577 -0.13
N 0.525 -0.837 -2.269 -0.05
N 2.530 -1.657 -0.396 0.04
N 0.704 -2.177 1.340 -0.05
N 0.844 0.474 -2.461 0.03
C 0.151 2.632 6.884 0.00
C -1.003 3.096 4.821 0.00
C -0.826 2.210 -2.771 0.01
C -2.562 -2.065 2.764 -0.01
C 3.807 -2.505 -6.254 0.00
C 0.253 0.026 1.785 -0.18
C -5.506 1.061 1.955 0.00
C -4.744 1.264 0.811 0.00
C 3.005 -2.697 -5.138 0.00
C 0.766 -1.675 -3.225 0.06
C -3.004 -1.819 0.084 0.04
C -0.985 3.999 0.606 0.00
C 0.196 -1.736 3.715 0.01
C 1.372 -2.271 4.062 0.00
C 2.346 -2.566 3.028 -0.05
C 1.162 -3.979 -3.981 0.02
C -0.042 1.457 -1.707 0.01
C 1.815 -2.373 5.539 0.00
C -0.398 1.995 4.207 -0.01
C -3.499 1.162 3.283 0.00
C -0.148 3.154 1.333 0.00
C -3.365 1.410 0.908 0.00
C 0.768 1.541 6.289 0.00
C -0.119 -1.399 2.290 0.05
C 1.211 3.471 1.389 0.00
C 4.883 -3.126 -0.555 0.00
C -0.307 3.348 -3.374 0.00
C 4.061 -3.242 0.545 0.00
C -2.083 1.728 -3.183 0.00
C 2.037 -3.705 -5.124 0.00
C 1.932 -4.542 -6.240 0.00
C -2.717 1.370 2.145 0.01
C -0.990 3.999 -4.393 0.00
C 3.350 -1.541 -1.444 0.03
C 4.529 -2.246 -1.576 0.00
C -2.223 3.507 -4.802 0.00
C -0.484 5.115 -0.056 0.00
C 0.655 -3.120 -3.100 -0.02
C -3.827 -2.309 2.259 0.01
C -1.556 -1.682 1.890 0.01
C 1.721 4.581 0.727 0.00
C 0.497 1.233 4.959 0.00
C 2.889 -2.484 0.605 0.03
C -4.876 1.006 3.193 0.00
C 0.872 5.408 0.000 0.00
C 2.732 -4.346 -7.355 0.00
C -4.058 -2.192 0.895 0.00
C 3.667 -3.320 -7.368 0.00
C -0.734 3.415 6.145 0.00
C -2.773 2.386 -4.201 0.00
C 1.964 -2.484 1.740 0.02
H 3.046 -0.816 -2.196 0.00
H 4.556 -1.721 -6.246 0.00
H 0.354 2.875 7.921 0.00
H -3.744 2.004 -4.497 0.00
H -4.632 -2.596 2.925 0.00
H -1.218 4.272 6.604 0.00
H 5.794 -3.708 -0.621 0.00
H 2.628 -5.000 -8.213 0.00
H -2.772 4.011 -5.591 0.00
H -2.064 0.472 -1.789 0.03
H 1.452 0.904 6.843 0.00
H 1.099 -1.320 -4.197 0.00
H 2.780 4.804 0.785 0.00
H 0.645 3.737 -3.021 0.00
H 0.985 0.368 4.529 0.00
H -5.035 -2.372 0.468 0.00
H -6.582 0.945 1.882 0.00
H 5.154 -2.110 -2.450 0.00
H 1.292 0.166 2.098 0.02
H 3.170 -2.090 -4.254 0.00
H -0.494 -1.430 4.498 0.00
H -2.047 3.788 0.546 0.00
H -5.458 0.842 4.094 0.00
H 1.267 6.276 -0.517 0.00
H 1.206 -5.348 -6.230 0.00
H 4.296 -3.166 -8.237 0.00
H -3.026 1.118 4.261 0.00
H -1.699 3.717 4.259 0.00
H -3.122 -1.698 -0.986 0.01
H 0.906 -5.027 -3.855 0.00
H 1.888 2.842 1.962 0.00
H -2.780 1.543 0.003 0.00
H -2.343 -2.167 3.818 0.00
H 3.368 -2.765 3.322 0.00
H -5.219 1.301 -0.165 0.00
H 0.647 2.134 -1.198 -0.09
H 4.295 -3.911 1.363 0.00
H -1.156 5.749 -0.625 0.00
H -0.571 4.888 -4.851 0.00
H 0.942 0.683 -3.443 0.00


148
Properties=species:S:1:pos:R:3:mulliken_charge:R:1 method="wB97M-V/def2-TZVPD" de_lowest_ev=0.000 multiplicity=1 total_energy_ha=-8313.44294 charge=-1 homo_lumo_gap_ev=5.77
I -2.717 -0.952 -0.677 -0.25
S -8.803 4.013 3.063 0.46
S -0.080 -8.396 -5.003 0.47
S 4.566 -4.861 -5.870 0.53
S 5.871 4.170 -3.902 0.37
S 6.578 -7.347 -4.312 0.55
S -2.486 -3.647 -4.301 0.51
S -10.315 3.111 8.133 0.42
S 7.061 0.816 -0.514 0.62
S 4.001 9.583 -3.301 0.53
S -1.123 -5.718 -1.061 0.85
S -0.927 3.038 10.762 0.42
S -3.454 1.930 2.515 0.51
S -0.808 2.912 6.298 0.55
P -0.799 2.381 -2.358 0.51
F 1.822 1.302 -3.739 -0.22
O 5.844 5.660 -3.823 -0.61
O -3.587 2.093 1.049 -0.59
O 3.226 -5.508 -5.780 -0.64
O -1.220 0.665 -2.582 -0.16
O 3.228 10.799 -3.673 -0.64
O 3.054 0.891 -1.991 -0.60
O -1.958 2.097 5.820 -0.58
O -1.036 -7.583 -5.798 -0.58
O -7.804 2.916 2.947 -0.60
O -0.831 -6.897 -1.921 -0.71
O -3.356 -2.602 -4.908 -0.65
O 7.073 2.298 -0.414 -0.59
O -10.738 3.425 6.744 -0.55
O -2.446 2.707 -2.886 -0.56
O 6.653 -6.359 -3.204 -0.62
O -0.024 2.742 9.624 -0.52
C -10.337 3.256 3.595 -0.77
C -11.354 1.758 8.698 -0.94
C 4.867 3.530 -2.564 -0.67
C -5.050 1.390 3.134 -0.71
C 7.412 3.629 -3.162 -0.84
C 8.563 0.228 0.279 -1.02
C -0.023 3.604 4.836 -0.95
C 5.927 0.225 0.743 -0.92
C 0.878 1.825 -1.581 -0.86
C -1.553 -4.404 -5.634 -0.57
C 1.994 1.306 -2.410 0.63
C 0.077 -5.740 0.277 -1.09
C 4.597 -3.554 -4.644 -1.06
C -1.282 1.470 11.565 -0.93
C 0.512 1.766 6.695 -1.02
C -2.565 3.266 10.062 -0.89
C 4.527 -3.782 -7.306 -1.12
C -1.076 -2.828 -3.555 -0.33
C 7.804 -8.616 -3.964 -0.98
C -2.544 -6.144 -0.052 -1.17
C -3.266 1.766 -2.307 0.00
C -3.544 3.577 3.230 -0.99
C -2.539 0.420 -2.424 -0.23
C 4.446 8.751 -4.824 -0.75
C 5.138 -8.371 -4.006 -0.55
C -9.336 4.404 1.392 -0.96
C 1.037 -9.206 -6.164 -0.93
C -8.804 2.148 8.002 -0.93
C 5.669 10.127 -2.911 -0.87
C 1.137 -7.243 -4.379 -0.29
H 9.406 0.538 -0.333 0.32
H 1.414 2.327 6.934 0.37
H 4.909 9.467 -5.504 0.32
H -8.520 1.786 8.989 0.39
H -3.571 3.493 4.316 0.33
H -2.045 1.619 12.329 0.36
H 7.669 -8.988 -2.949 0.28
H -2.887 -0.176 -3.252 0.39
H -0.363 1.119 12.029 0.32
H 5.622 10.717 -1.998 0.31
H 1.933 -7.793 -3.877 0.32
H -2.548 4.179 9.471 0.30
H -2.652 4.118 2.921 0.21
H -3.293 3.362 10.868 0.39
H 3.655 -3.131 -7.249 0.34
H -3.403 -6.223 -0.713 0.32
H -0.174 -4.963 0.999 0.37
H 0.679 1.103 5.845 0.42
H 7.396 2.544 -3.094 0.25
H -0.613 -2.156 -4.279 0.39
H -0.818 -5.083 -5.204 -0.06
H -2.234 -4.975 -6.259 0.36
H -10.579 2.422 2.934 0.36
H 5.514 -2.977 -4.759 0.42
H -5.832 2.062 2.772 0.12
H -9.643 3.489 0.885 0.30
H -11.134 4.000 3.586 0.37
H 6.053 10.739 -3.727 0.29
H 3.536 8.354 -5.268 0.30
H 4.461 -4.409 -8.192 0.33
H 5.111 -9.183 -4.734 0.38
H 0.631 1.049 -0.876 0.31
H -4.433 4.085 2.854 0.42
H -11.333 0.952 7.966 0.30
H 4.988 2.450 -2.510 0.18
H 0.177 2.810 4.116 0.31
H 3.825 3.764 -2.772 0.30
H 4.260 -7.741 -4.131 -0.11
H 1.055 -5.537 -0.152 0.30
H 5.128 7.928 -4.598 0.23
H 1.542 -6.647 -5.196 0.24
H -12.368 2.138 8.799 0.32
H -1.620 0.748 10.821 0.29
H 0.078 -6.722 0.751 0.36
H -0.365 -3.590 -3.230 0.31
H -2.808 2.420 9.419 0.28
H -8.027 2.801 7.612 0.32
H -8.960 1.315 7.317 0.30
H -0.708 4.327 4.401 0.23
H -3.478 1.953 -1.266 -0.03
H 4.584 -4.024 -3.664 0.30
H 5.177 -8.765 -2.990 0.41
H 5.179 3.995 -1.630 0.32
H -10.196 2.901 4.611 0.09
H 6.187 0.671 1.703 0.32
H 0.466 -9.948 -6.718 0.35
H 5.979 -0.862 0.794 0.37
H 5.444 -3.194 -7.339 0.40
H -5.222 0.382 2.763 0.37
H -1.414 -2.262 -2.684 -0.37
H 8.788 -8.163 -4.063 0.34
H -2.366 -7.098 0.444 0.36
H 7.699 -9.426 -4.686 0.35
H 7.513 4.062 -2.171 0.25
H 4.924 0.530 0.449 0.25
H 6.302 9.254 -2.753 0.32
H -1.063 -3.629 -6.224 0.33
H 8.647 0.667 1.273 0.30
H -10.996 1.408 9.666 0.37
H -0.318 2.377 -3.705 -0.13
H -5.027 1.382 4.225 0.32
H 0.202 1.196 7.565 0.26
H 1.266 2.649 -1.002 0.46
H 0.901 4.103 5.127 0.40
H -0.462 3.795 -2.256 -0.06
H 3.722 -2.917 -4.768 0.42
H 8.536 -0.860 0.342 0.37
H -4.240 1.696 -2.777 0.30
H 8.241 3.947 -3.794 0.39
H 0.635 -6.604 -3.661 -0.06
H -2.716 -5.353 0.678 0.40
H 1.448 -8.466 -6.851 0.25
H 1.836 -9.697 -5.608 0.31
H -1.298 2.430 -1.004 -0.35
H -10.160 5.116 1.435 0.35
H -8.493 4.848 0.869 0.34


50
Properties=species:S:1:pos:R:3:nbo_charge:R:1 method="wB97M-V/def2-TZVPD" de_lowest_ev=0.000 smiles="CCOC(=O)Cc1csc(NC(=O)c2sc3nc4ccc(CC)cc4cc3c2N)n1" multiplicity=1 total_energy_ha=-2053.44840 charge=0 homo_lumo_gap_ev=7.17
S -3.024 2.555 -1.504 0.46
S 1.363 -0.275 0.599 0.35
O -6.008 4.592 1.755 -0.60
O -4.532 4.255 3.404 -0.51
O -1.435 0.667 -2.061 -0.65
N 3.225 -2.194 0.652 -0.41
N 0.115 -1.372 -2.971 -0.78
N -2.197 3.369 0.801 -0.48
N -0.955 1.577 -0.049 -0.60
C 0.360 -0.249 -0.857 -0.38
C -4.983 3.395 5.588 -0.62
C 4.186 -4.845 -1.731 -0.20
C -5.552 3.655 4.206 -0.07
C -4.890 4.670 2.192 0.81
C 1.793 -2.046 -1.297 -0.16
C -1.963 2.497 -0.121 0.22
C 0.703 -1.232 -1.767 0.25
C -3.699 5.221 1.429 -0.52
C -3.251 4.163 0.466 0.13
C -3.828 3.874 -0.730 -0.46
C 2.254 -1.637 -0.010 0.10
C 5.987 -6.580 -1.613 -0.42
C 5.557 -4.927 0.235 -0.20
C 7.282 -6.074 -2.252 -0.59
C 4.902 -3.863 0.783 -0.18
C 5.206 -5.436 -1.035 0.00
C -0.726 0.675 -1.054 0.65
C 3.848 -3.240 0.083 0.14
C 3.481 -3.744 -1.202 -0.03
C 2.428 -3.116 -1.887 -0.12
H -2.891 5.442 2.123 0.25
H 6.232 -7.295 -0.824 0.21
H 0.252 -2.212 -3.503 0.39
H 5.164 -3.472 1.753 0.23
H -4.669 4.354 -1.184 0.24
H 6.362 -5.402 0.777 0.21
H -0.697 -0.789 -3.135 0.44
H -5.737 2.927 6.212 0.22
H -4.671 4.330 6.046 0.21
H -4.012 6.113 0.886 0.24
H -4.119 2.739 5.517 0.21
H 3.902 -5.219 -2.705 0.21
H -5.874 2.724 3.726 0.19
H 7.896 -5.563 -1.515 0.21
H -6.413 4.331 4.246 0.19
H 7.851 -6.904 -2.664 0.21
H 7.058 -5.374 -3.054 0.21
H 5.390 -7.095 -2.368 0.21
H 2.133 -3.477 -2.864 0.21
H -0.377 1.592 0.779 0.42